The following is a quantum chemistry calculation of the molecule C5H7IN2 at a distorted geometry, from OMol25.

```
15
C5H7IN2 (ωB97M-V/def2-TZVPD)
C 2.529 -0.100 -0.117
C 1.316 -0.631 0.246
C 1.003 1.035 -1.130
C -1.820 -0.072 1.085
C -1.292 -0.077 -0.346
N 2.328 0.951 -0.972
N 0.378 0.136 -0.394
I -1.798 -1.712 -1.566
H 3.387 -0.561 0.273
H 0.953 -1.461 0.948
H 0.540 1.676 -1.771
H -2.221 -1.001 1.333
H -2.598 0.761 1.322
H -1.035 0.128 1.775
H -1.669 0.929 -0.685
```

Output
LUMO level (spin up / spin down) in eV: 0.5 / -4.0
HOMO (spin up / spin down) in eV: -5.779 / -8.597
Relative energy (zero: lowest compared OMol25 entry of this formula, charge and spin) in kJ/mol: 79.5
Total energy in Ha: -601.7086
Multiplicity: 3
Net charge: 0
Orbital gap (spin up / spin down) in eV: 6.302 / 4.563